DFT (wB97M-V/def2-TZVPD) results for a 2-piece molecular cluster, C4H9O2S overall.

Properties
- Energy relative to the best compared isomer or geometry (same formula, charge and spin): 163.3 kJ/mol
- Orbital gap: 0.253 Ha
- Net charge: -1

Element x y z (Å)
S 2.24 2.03 0.15
H 2.17 -0.07 -1.21
O -3.63 -1.37 -0.49
C 0.42 2.31 0.07
H 0.23 3.43 0.02
H -1.46 -1.48 1.74
O -1.74 -0.58 -1.27
H -0.58 -2.12 0.27
C -2.39 -1.24 -0.46
H 2.38 -0.35 0.43
C 2.68 0.34 -0.36
H 3.64 0.29 -0.86
H -0.01 1.76 -0.80
H -2.15 -2.85 1.15
C -1.58 -1.92 0.76
H -0.23 1.81 0.86

DFT (wB97M-V/def2-TZVPD) results for C11H22HgN2O11 as an isolated structure.

Properties
- Multiplicity: 2
- <S²>: 0.803
- Orbital gap (alpha / beta): 0.065 / 0.065 Ha
- Net charge: -3

Element x y z (Å)
C 0.31 0.15 3.48
H 2.20 1.44 2.02
H 1.52 -0.78 0.36
H -2.41 -0.95 0.59
O 1.31 5.79 -0.48
Hg 0.46 1.78 -0.68
C 2.64 0.50 -1.97
H -0.07 1.11 3.82
H -0.38 -1.83 -0.32
C -1.01 -2.66 -2.16
H 1.01 -1.81 1.70
H -1.88 -2.67 -2.82
O -3.04 3.72 -0.35
H 2.44 -0.84 1.88
H -0.85 -3.63 -1.69
H -0.30 -1.77 5.35
H -3.11 -2.21 -0.35
H -3.06 -0.50 -0.93
H -0.42 0.32 1.56
O 0.16 -2.48 -2.86
O 2.24 5.17 -1.87
O -1.54 2.65 -1.69
H 0.85 2.33 2.03
C -1.07 -1.12 4.94
H -0.51 -3.21 -4.77
O -0.63 -0.89 3.60
O 1.52 3.94 -0.58
C -2.52 -1.30 -0.43
C 0.58 0.29 1.98
O 2.99 1.23 -0.99
N -0.69 -0.23 -1.62
H -0.01 -0.60 -2.28
H -1.97 -1.74 4.97
O 1.68 1.06 -2.52
N 1.26 1.49 1.64
H 1.11 -0.02 4.20
O 3.74 0.41 -2.50
C -2.01 3.10 -0.61
H -1.46 0.14 -2.15
C 0.27 -3.28 -4.01
C -1.11 -1.55 -1.08
H 1.22 -3.03 -4.50
C 1.17 4.91 -1.32
C 1.44 -0.84 1.45
O -1.30 2.94 0.34
H -1.16 -0.19 5.50
H 0.38 -4.36 -3.88

DFT (wB97M-V/def2-TZVPD) results for the molecule C5H11NO.

Properties
- Energy relative to the best compared isomer or geometry (same formula, charge and spin): 425.5 kJ/mol
- Orbital gap (alpha / beta): 0.249 / 0.249 Ha

Element x y z (Å)
H -1.84 -1.84 -0.80
C 1.15 0.98 2.20
H 0.21 1.31 2.62
C -0.26 -0.46 -1.10
H -2.08 -0.76 -2.16
H -0.93 -2.09 -2.33
H 0.86 1.83 0.23
H -1.99 0.74 0.06
H 0.58 -0.44 -2.82
H 0.13 -1.13 0.59
O 0.68 -0.03 -1.95
H 1.97 0.45 0.25
N -1.41 0.28 0.75
H 1.94 1.69 2.46
H 1.41 0.02 2.66
C 1.04 0.85 0.68
C -0.14 -0.06 0.30
C -1.33 -1.35 -1.63

DFT (wB97M-V/def2-TZVPD) results for C5H9NO as an isolated structure.

Properties
- Energy relative to the best compared isomer or geometry (same formula, charge and spin): 293.5 kJ/mol
- Orbital gap: 0.364 Ha

Element x y z (Å)
H 1.61 1.72 -0.50
O 0.27 -1.13 -2.18
N -1.54 -0.27 -0.82
H -1.53 0.89 1.06
C -0.17 -0.55 -1.23
H 0.88 -1.90 0.82
C 1.61 0.86 0.19
C 0.01 -1.21 0.92
H -1.19 -1.33 0.30
H -1.03 1.74 -0.46
C 0.32 0.06 0.08
H 2.49 0.24 -0.05
H 1.74 1.25 1.20
H -2.36 -0.20 -1.40
C -1.04 0.79 0.08
H -0.07 -0.96 1.98

DFT (wB97M-V/def2-TZVPD) results for C5H7NO3 as an isolated structure.

Properties
- Energy relative to the best compared isomer or geometry (same formula, charge and spin): 175.0 kJ/mol
- Orbital gap: 0.419 Ha

Element x y z (Å)
O 1.39 -0.78 2.11
H -0.30 1.03 -2.23
C 0.56 0.24 -0.29
C -0.05 0.08 -1.68
H 0.57 2.34 -0.47
H 1.59 -0.03 -0.41
N -0.13 -0.74 0.48
C 0.33 -1.11 1.72
H -0.51 -1.96 2.33
H 0.95 1.71 1.30
C -1.26 -1.20 -0.22
C 0.37 1.63 0.27
O -2.14 -1.89 0.16
O -1.26 -0.68 -1.53
H 0.57 -0.57 -2.18
H -0.70 1.94 0.63

DFT (wB97M-V/def2-TZVPD) results for a 2-piece molecular cluster, C3H11NS overall.

Properties
- Energy relative to the best compared isomer or geometry (same formula, charge and spin): 99.1 kJ/mol
- Orbital gap: 0.341 Ha

Element x y z (Å)
H 2.12 -1.95 2.31
H 2.45 0.86 1.43
H -2.35 1.71 -3.20
H 1.59 -0.59 3.29
N 2.78 -0.07 1.59
C -3.15 1.00 -3.03
H -4.12 1.46 -2.84
H 4.89 0.40 1.73
H 4.46 -1.30 1.78
H -3.59 0.67 -0.71
C 4.12 -0.32 2.10
H 4.07 -0.18 3.19
H -3.26 0.25 -3.82
C 1.81 -0.90 2.24
S -2.71 0.07 -1.49
H 0.81 -0.77 1.75

Short version: max |F| = 0.0407 0.2911 0.0285 0.0914 0.1027 0.0367 Eh/bohr, in the order given.
Short version: M = 121.18 558.89 101.15 99.13 129.12 93.19 g mol⁻¹, in the order given.